The following is a DFT calculation (ωB97M-V/def2-TZVPD) of a structure of composition C37H51F5OReSSbSi4Te.

```
102
Properties=species:S:1:pos:R:3:forces:R:3:lowdin_charge:R:1
Re -0.945995 0.010088 0.316329 -0.407 -0.065 -0.058 0.57
F 0.762115 7.130315 -0.271913 0.015 0.014 -0.008 0.15
C 0.150134 5.967705 -0.107290 -0.046 -0.002 -0.010 -0.14
C 0.663734 5.038651 0.779203 0.000 -0.013 0.063 -0.16
F 1.756894 5.338580 1.474626 0.018 0.004 0.025 0.13
C 0.041004 3.813226 0.943363 -0.075 0.060 0.072 -0.27
F 0.545902 2.960581 1.837371 0.036 -0.001 -0.030 0.06
C -1.112181 3.498300 0.238415 0.012 0.046 -0.187 -0.49
S -2.052783 2.017608 0.446698 0.087 0.023 0.318 0.54
C -1.625404 4.461731 -0.626292 0.044 -0.088 -0.040 -0.24
F -2.738929 4.206385 -1.311172 -0.009 0.008 -0.014 0.10
C -1.004683 5.681088 -0.815788 0.033 0.013 0.020 -0.13
F -1.503803 6.570337 -1.663839 -0.005 0.006 -0.016 0.15
C 1.265415 -2.998971 0.485698 -0.002 -0.004 -0.026 -0.06
C -0.239117 -3.090461 0.347843 -0.024 0.055 0.009 -0.64
C -0.838435 -4.062263 1.346167 -0.002 0.007 0.023 -0.01
C -0.664737 -3.397859 -1.077369 -0.003 -0.051 0.038 -0.02
O -0.762804 -1.761556 0.673858 0.076 -0.105 0.076 -0.50
H 1.696357 -4.000931 0.479909 -0.001 0.004 -0.042 0.10
H 1.518962 -2.516642 1.430318 0.000 -0.024 0.016 0.09
H 1.707295 -2.430824 -0.335142 0.008 0.044 0.030 0.06
H -0.467588 -5.067172 1.141588 0.005 -0.001 -0.001 0.10
H -1.925223 -4.072796 1.274260 0.000 0.001 0.007 0.07
H -0.559471 -3.788674 2.363841 0.011 -0.006 0.003 0.10
H -0.174866 -4.312411 -1.414492 -0.016 -0.011 0.012 0.10
H -0.371988 -2.583791 -1.742948 0.018 -0.011 -0.008 0.07
H -1.744088 -3.544524 -1.137566 -0.006 0.033 -0.018 0.08
C 3.843248 -0.155821 2.724128 -0.034 -0.065 -0.018 -0.20
Si 4.609122 -0.620578 1.079165 -0.030 0.040 0.051 0.35
C 4.575084 -2.479641 0.847286 0.091 0.028 -0.033 -0.20
C 6.407976 -0.087091 1.007973 -0.011 0.037 0.062 -0.21
Si 3.636804 0.664953 -0.652159 -0.122 -0.097 0.034 0.22
Te 1.049430 0.757864 -1.008914 0.209 0.134 -0.242 0.67
Si 4.075025 -0.104304 -2.841887 0.043 -0.051 0.006 0.30
C 3.399950 1.094922 -4.112176 0.048 -0.004 -0.008 -0.22
C 5.933607 -0.257304 -3.031375 -0.017 -0.038 0.006 -0.20
C 3.267498 -1.787036 -3.050431 -0.024 0.035 -0.018 -0.22
Si 4.171598 2.949836 -0.362948 0.069 0.008 -0.068 0.34
C 4.068215 3.378209 1.454869 0.047 -0.005 -0.017 -0.21
C 3.068319 4.021248 -1.437414 -0.032 0.019 0.068 -0.21
C 5.945159 3.172938 -0.934556 -0.032 0.040 -0.029 -0.20
H 4.184050 -0.844564 3.501383 0.007 0.007 0.003 0.04
H 2.752383 -0.206375 2.686156 0.000 -0.008 0.005 0.02
H 4.119231 0.854316 3.027151 -0.013 0.014 -0.018 0.02
H 5.362115 -2.901833 1.478870 0.004 0.006 -0.003 0.04
H 4.784701 -2.785037 -0.179217 -0.003 0.013 -0.004 0.03
H 3.635904 -2.926190 1.157884 -0.001 -0.014 -0.010 -0.01
H 6.959994 -0.616351 1.789648 0.006 -0.005 -0.008 0.04
H 6.533160 0.981719 1.186015 -0.004 -0.009 0.009 0.01
H 6.874718 -0.331297 0.051881 -0.009 0.014 -0.008 0.03
H 3.966125 2.028763 -4.112151 -0.011 0.001 0.012 0.03
H 2.347538 1.334690 -3.954404 -0.002 -0.008 0.009 0.01
H 3.495340 0.652440 -5.107390 0.002 0.015 -0.005 0.04
H 6.435888 0.703181 -2.906909 0.002 -0.004 0.012 0.02
H 6.169197 -0.629031 -4.032017 0.001 0.006 -0.002 0.04
H 6.360410 -0.959091 -2.312058 -0.008 -0.002 0.003 0.02
H 2.177655 -1.714596 -2.999642 0.001 -0.004 0.008 0.01
H 3.596981 -2.495992 -2.288442 0.004 0.008 0.006 0.02
H 3.522868 -2.204560 -4.027680 -0.003 0.000 -0.001 0.04
H 3.116111 3.113468 1.914569 0.002 -0.007 -0.016 0.02
H 4.220220 4.451544 1.586659 0.000 0.007 0.017 0.04
H 4.866416 2.865315 1.996766 -0.016 -0.009 0.002 0.03
H 2.005112 3.808729 -1.311428 -0.002 -0.008 0.003 -0.01
H 3.308915 3.886647 -2.493671 0.001 -0.015 0.004 0.03
H 3.231607 5.073854 -1.187582 0.011 -0.004 -0.021 0.04
H 6.653977 2.593342 -0.343074 -0.003 -0.009 -0.015 0.02
H 6.214746 4.228002 -0.831887 0.009 -0.003 0.001 0.04
H 6.076367 2.903266 -1.984013 -0.016 0.007 -0.003 0.02
C -4.002569 -4.232563 3.857311 -0.006 -0.010 0.006 -0.07
C -3.280310 -3.077300 4.123771 0.005 0.019 -0.008 -0.07
C -3.200257 -2.075838 3.166791 0.008 -0.024 0.003 -0.15
C -3.857111 -2.221983 1.947742 0.002 -0.033 -0.055 -0.39
C -4.581881 -3.379339 1.683989 -0.018 0.022 -0.003 -0.12
C -4.650839 -4.384517 2.639732 0.000 -0.001 0.000 -0.07
Sb -3.671467 -0.675618 0.525229 0.081 -0.002 0.135 1.49
C -5.108033 0.706185 1.207594 -0.010 0.027 -0.085 -0.40
C -5.445825 0.764341 2.555097 -0.015 -0.011 -0.010 -0.11
C -6.359545 1.712109 2.995513 -0.003 -0.005 -0.003 -0.07
C -6.932494 2.597187 2.093689 -0.005 0.000 0.009 -0.07
C -6.596300 2.538282 0.748201 0.005 -0.004 -0.014 -0.07
C -5.681583 1.595498 0.302946 0.000 0.010 0.009 -0.14
C -4.557420 -1.433712 -1.221583 0.038 -0.003 -0.009 -0.38
C -5.924416 -1.699663 -1.253393 -0.012 0.000 -0.004 -0.13
C -6.496844 -2.221932 -2.404017 0.006 0.005 0.001 -0.07
C -5.709106 -2.472281 -3.520187 0.000 0.000 0.000 -0.07
C -4.349495 -2.197388 -3.493041 -0.004 0.005 0.001 -0.07
C -3.771736 -1.675773 -2.343648 0.002 0.005 -0.006 -0.14
H -4.060686 -5.016139 4.601205 0.002 -0.001 -0.001 0.11
H -2.774849 -2.958423 5.073307 0.001 -0.003 0.000 0.11
H -2.613371 -1.186290 3.374644 -0.001 -0.001 0.003 0.10
H -5.088714 -3.507127 0.734561 0.003 -0.004 0.001 0.09
H -5.212029 -5.286136 2.432094 -0.002 -0.001 0.004 0.11
H -5.015011 0.067757 3.264332 0.002 0.001 0.004 0.09
H -6.626596 1.754576 4.043187 -0.002 0.001 0.000 0.11
H -7.646343 3.333036 2.439533 0.001 0.002 0.000 0.11
H -7.044912 3.226823 0.044379 -0.002 0.001 0.001 0.11
H -5.423268 1.557140 -0.749512 0.003 0.001 0.001 0.10
H -6.546160 -1.492116 -0.389610 -0.001 0.000 -0.001 0.11
H -7.558416 -2.429071 -2.430891 -0.001 0.001 -0.001 0.11
H -6.159764 -2.876626 -4.416854 0.001 -0.001 -0.001 0.11
H -3.739901 -2.382591 -4.367657 -0.001 -0.001 -0.002 0.11
H -2.711272 -1.448775 -2.327157 -0.008 0.003 -0.001 0.08
```
Forces are in eV/Å.

HOMO-LUMO gap (spin up / spin down) in eV: 5.9 / 6.9
E_HOMO (spin up / spin down) in eV: -10.57 / -10.76
E_tot in a.u.: -4157.570636
Expectation value of S²: 0.995
Multiplicity: 2
Total charge: +1
ΔE to the lowest compared entry with this formula, charge and spin in kcal/mol: 11.4